Formula: C45H111N3O21
Source: OMol25
Level of theory: ωB97M-V with the def2-TZVPD basis set

Calculated values
Structure (SMILES): CC1(C)CCCC(C)(C)N1O.CC1(C)CCCC(C)(C)N1O.CC1(C)CCCC(C)(C)N1O.OCCO.OCCO.OCCO.OCCO.OCCO.OCCO.OCCO.OCCO.OCCO
Orbital gap: 8.16 eV
ΔE to the lowest compared entry with this formula, charge and spin: 269.2 kcal per mole
Charge: 0
2S+1: 1

Each atom is followed by the atoms it is bonded to, with distances in Å.
Geometry (Å):
1 C -2.9905 1.5091 -0.9129  C2 1.562, O4 1.340, H5 1.090, H6 1.090
2 C -1.6629 2.0579 -1.5273  C1 1.562, O3 1.453, H7 1.090, H8 1.090
3 O -0.8572 1.0643 -2.2161  C2 1.453, H9 0.960
4 O -2.9458 0.5759 0.0478  C1 1.340, H10 0.960
5 H -3.6543 1.0377 -1.6377  C1 1.090
6 H -3.5932 2.3612 -0.5989  C1 1.090
7 H -0.9348 2.4230 -0.8029  C2 1.090
8 H -1.8371 2.7912 -2.3147  C2 1.090
9 H -0.1739 0.7610 -1.6139  O3 0.960
10 H -2.8859 1.1708 0.7989  O4 0.960
11 C -5.4796 -5.2152 -6.4684  C12 1.504, O14 1.363, H15 1.090, H16 1.090
12 C -4.6941 -4.0708 -5.8905  C11 1.504, O13 1.424, H17 1.090, H18 1.090
13 O -3.8860 -3.4556 -6.8893  C12 1.424, H19 0.960
14 O -4.5612 -5.9773 -7.1278  C11 1.363, H20 0.960
15 H -6.1065 -4.8507 -7.2821  C11 1.090
16 H -5.9001 -5.6405 -5.5571  C11 1.090
17 H -4.0485 -4.4529 -5.0997  C12 1.090
18 H -5.3638 -3.4553 -5.2898  C12 1.090
19 H -3.2945 -2.8082 -6.4985  O13 0.960
20 H -4.0479 -5.3217 -7.6056  O14 0.960
21 C -2.2011 4.0244 -8.5887  C22 1.561, O24 1.384, H25 1.090, H26 1.090
22 C -0.6584 4.2607 -8.6030  C21 1.561, O23 1.468, H27 1.090, H28 1.090
23 O -0.4231 5.6820 -8.8864  C22 1.468, H29 0.960
24 O -2.7285 4.2546 -7.3301  C21 1.384, H30 0.960
25 H -2.4413 3.0051 -8.8910  C21 1.090
26 H -2.7217 4.6318 -9.3292  C21 1.090
27 H -0.2859 3.7522 -9.4923  C22 1.090
28 H -0.2135 3.8915 -7.6789  C22 1.090
29 H -0.1221 6.0614 -8.0576  O23 0.960
30 H -2.5997 5.1875 -7.1440  O24 0.960
31 C -9.1508 4.2160 -3.2280  C32 1.547, O34 1.418, H35 1.090, H36 1.090
32 C -9.7118 4.0197 -4.6567  C31 1.547, O33 1.436, H37 1.090, H38 1.090
33 O -9.2861 2.8543 -5.3787  C32 1.436, H39 0.960
34 O -7.8280 4.6413 -3.5101  C31 1.418, H40 0.960
35 H -9.2282 3.4055 -2.5033  C31 1.090
36 H -9.5970 5.0050 -2.6226  C31 1.090
37 H -9.3044 4.7956 -5.3049  C32 1.090
38 H -10.7839 4.1103 -4.4820  C32 1.090
39 H -8.7049 3.1736 -6.0729  O33 0.960
40 H -7.4192 4.0862 -4.1783  O34 0.960
41 C 2.9308 -1.0421 1.5446  C42 1.631, O44 1.373, H45 1.090, H46 1.090
42 C 3.9639 -1.5538 2.6982  C41 1.631, O43 1.438, H47 1.090, H48 1.090
43 O 4.7671 -0.4422 3.1308  C42 1.438, H49 0.960
44 O 3.6458 -0.6346 0.4460  C41 1.373, H50 0.960
45 H 2.4369 -0.1573 1.9461  C41 1.090
46 H 2.2188 -1.8407 1.3364  C41 1.090
47 H 4.5329 -2.4713 2.5483  C42 1.090
48 H 3.3305 -1.7297 3.5677  C42 1.090
49 H 5.5794 -0.8285 3.4662  O43 0.960
50 H 4.2351 0.0683 0.7292  O44 0.960
51 C 5.8076 1.5097 -7.0599  C52 1.573, O54 1.455, H55 1.090, H56 1.090
52 C 6.0919 0.0821 -7.6564  C51 1.573, O53 1.441, H57 1.090, H58 1.090
53 O 7.4632 -0.2059 -7.3221  C52 1.441, H59 0.960
54 O 5.7967 1.5297 -5.6053  C51 1.455, H60 0.960
55 H 5.1469 2.0929 -7.7013  C51 1.090
56 H 6.5835 2.2498 -7.2556  C51 1.090
57 H 6.1165 0.0471 -8.7456  C52 1.090
58 H 5.5262 -0.7109 -7.1673  C52 1.090
59 H 7.5883 0.3129 -6.5241  O53 0.960
60 H 5.0795 0.9422 -5.3561  O54 0.960
61 C -1.9717 1.1134 6.2770  C62 1.601, O64 1.461, H65 1.090, H66 1.090
62 C -1.6245 -0.4470 6.3633  C61 1.601, O63 1.466, H67 1.090, H68 1.090
63 O -2.9207 -1.1236 6.4635  C62 1.466, H69 0.960
64 O -3.1136 1.2736 5.3791  C61 1.461, H70 0.960
65 H -1.0867 1.7327 6.1314  C61 1.090
66 H -2.3915 1.2089 7.2784  C61 1.090
67 H -0.9604 -0.6016 7.2137  C62 1.090
68 H -1.1698 -0.7513 5.4205  C62 1.090
69 H -2.8627 -2.0756 6.5727  O63 0.960
70 H -3.8127 0.7533 5.7818  O64 0.960
71 C 0.7315 8.5649 -3.3735  C72 1.497, O74 1.405, H75 1.090, H76 1.090
72 C 0.5191 9.6872 -2.4056  C71 1.497, O73 1.383, H77 1.090, H78 1.090
73 O -0.5937 10.4678 -2.6611  C72 1.383, H79 0.960
74 O 1.0988 9.0226 -4.6503  C71 1.405, H80 0.960
75 H -0.1558 7.9976 -3.6545  C71 1.090
76 H 1.5824 7.9449 -3.0912  C71 1.090
77 H 1.3520 10.3211 -2.1014  C72 1.090
78 H 0.2240 9.2303 -1.4610  C72 1.090
79 H -0.2557 11.3236 -2.3870  O73 0.960
80 H 0.5591 9.7937 -4.8389  O74 0.960
81 C -5.5541 8.2853 1.2654  C82 1.492, O84 1.474, H85 1.090, H86 1.090
82 C -5.5109 7.1853 2.2722  C81 1.492, O83 1.448, H87 1.090, H88 1.090
83 O -4.1293 7.0533 2.6846  C82 1.448, H89 0.960
84 O -5.4442 9.6535 1.8020  C81 1.474, H90 0.960
85 H -6.5578 8.3202 0.8418  C81 1.090
86 H -4.8322 8.2136 0.4518  C81 1.090
87 H -5.6591 6.2170 1.7942  C82 1.090
88 H -6.1401 7.2909 3.1560  C82 1.090
89 H -3.9961 6.1716 3.0403  O83 0.960
90 H -4.4938 9.7847 1.8377  O84 0.960
91 C 2.0977 10.8068 4.1147  C92 1.609, H102 1.090, H103 1.090, H104 1.090
92 C 2.9869 9.6406 4.7775  C91 1.609, C93 1.565, N97 1.488, C101 1.590
93 C 1.9264 8.7496 5.5054  C92 1.565, C94 1.520, H105 1.090, H106 1.090
94 C 2.4304 7.3688 5.8914  C93 1.520, C95 1.509, H107 1.090, H108 1.090
95 C 2.9467 6.7573 4.6116  C94 1.509, C96 1.540, H109 1.090, H110 1.090
96 C 4.0816 7.5310 3.9141  C95 1.540, N97 1.440, C99 1.543, C100 1.574
97 N 3.6301 8.8769 3.6742  C92 1.488, C96 1.440, O98 1.376
98 O 4.5547 9.6410 3.0002  N97 1.376, H120 0.960
99 C 5.3985 7.4315 4.7120  C96 1.543, H111 1.090, H112 1.090, H113 1.090
100 C 4.2313 6.8402 2.5080  C96 1.574, H114 1.090, H115 1.090, H116 1.090
101 C 4.0189 10.1751 5.8621  C92 1.590, H117 1.090, H118 1.090, H119 1.090
102 H 1.1757 11.0317 4.6507  C91 1.090
103 H 1.7455 10.4863 3.1342  C91 1.090
104 H 2.6281 11.7572 4.0552  C91 1.090
105 H 1.5654 9.0319 6.4944  C93 1.090
106 H 1.0615 8.6478 4.8499  C93 1.090
107 H 1.6720 6.7000 6.2984  C94 1.090
108 H 3.1184 7.4650 6.7313  C94 1.090
109 H 1.9852 6.7605 4.0982  C95 1.090
110 H 3.3234 5.7728 4.8888  C95 1.090
111 H 5.8222 8.4160 4.9102  C99 1.090
112 H 5.2622 7.1036 5.7426  C99 1.090
113 H 6.2099 6.8282 4.3048  C99 1.090
114 H 3.7042 5.8873 2.4613  C100 1.090
115 H 4.0252 7.4299 1.6147  C100 1.090
116 H 5.2860 6.5984 2.3764  C100 1.090
117 H 4.9319 10.4717 5.3456  C101 1.090
118 H 4.2882 9.2811 6.4245  C101 1.090
119 H 3.7287 10.8578 6.6607  C101 1.090
120 H 4.1890 9.6908 2.1140  O98 0.960
121 C -1.6152 -6.5714 8.4113  C122 1.531, H132 1.090, H133 1.090, H134 1.090
122 C -2.1383 -7.5059 7.3176  C121 1.531, C123 1.547, N127 1.445, C131 1.601
123 C -3.6619 -7.5117 7.5837  C122 1.547, C124 1.550, H135 1.090, H136 1.090
124 C -4.4412 -8.2842 6.4889  C123 1.550, C125 1.460, H137 1.090, H138 1.090
125 C -4.2815 -7.6674 5.1755  C124 1.460, C126 1.548, H139 1.090, H140 1.090
126 C -2.7836 -7.4520 4.8495  C125 1.548, N127 1.524, C129 1.540, C130 1.647
127 N -1.8761 -7.0035 5.9881  C122 1.445, C126 1.524, O128 1.359
128 O -0.6177 -6.7226 5.5599  N127 1.359, H150 0.960
129 C -2.1861 -8.5720 3.9772  C126 1.540, H141 1.090, H142 1.090, H143 1.090
130 C -2.8182 -6.1740 3.8119  C126 1.647, H144 1.090, H145 1.090, H146 1.090
131 C -1.5063 -8.9745 7.4078  C122 1.601, H147 1.090, H148 1.090, H149 1.090
132 H -2.1329 -6.6382 9.3682  C121 1.090
133 H -1.4114 -5.5271 8.1747  C121 1.090
134 H -0.5415 -6.7559 8.4455  C121 1.090
135 H -3.9558 -7.9308 8.5460  C123 1.090
136 H -4.1306 -6.5293 7.5260  C123 1.090
137 H -5.4767 -8.4664 6.7763  C124 1.090
138 H -4.0764 -9.3112 6.4721  C124 1.090
139 H -4.8557 -6.7419 5.2188  C125 1.090
140 H -4.7387 -8.3699 4.4787  C125 1.090
141 H -2.8489 -9.1548 3.3376  C129 1.090
142 H -1.2596 -8.3145 3.4640  C129 1.090
143 H -1.9089 -9.3152 4.7248  C129 1.090
144 H -3.4203 -6.4301 2.9402  C130 1.090
145 H -3.3232 -5.2322 4.0268  C130 1.090
146 H -1.8225 -5.9078 3.4573  C130 1.090
147 H -0.4424 -9.0855 7.1981  C131 1.090
148 H -2.0107 -9.7830 6.8786  C131 1.090
149 H -1.5200 -9.3482 8.4317  C131 1.090
150 H -0.2818 -7.6164 5.4599  O128 0.960
151 C 4.1934 -10.4726 -3.1558  C152 1.553, H162 1.090, H163 1.090, H164 1.090
152 C 4.9268 -9.1316 -3.4282  C151 1.553, C153 1.544, N157 1.517, C161 1.565
153 C 5.2783 -9.1922 -4.9304  C152 1.544, C154 1.518, H165 1.090, H166 1.090
154 C 4.1352 -8.9897 -5.9091  C153 1.518, C155 1.558, H167 1.090, H168 1.090
155 C 3.3685 -7.6660 -5.6147  C154 1.558, C156 1.592, H169 1.090, H170 1.090
156 C 2.9923 -7.4232 -4.0873  C155 1.592, N157 1.522, C159 1.536, C160 1.590
157 N 4.1723 -7.8323 -3.2175  C152 1.517, C156 1.522, O158 1.403
158 O 3.8975 -7.6264 -1.8573  N157 1.403, H180 0.960
159 C 2.7771 -5.9116 -3.9221  C156 1.536, H171 1.090, H172 1.090, H173 1.090
160 C 1.6532 -8.2111 -3.7505  C156 1.590, H174 1.090, H175 1.090, H176 1.090
161 C 6.3580 -9.0402 -2.8010  C152 1.565, H177 1.090, H178 1.090, H179 1.090
162 H 4.7094 -11.3110 -3.6236  C151 1.090
163 H 3.1594 -10.5533 -3.4911  C151 1.090
164 H 4.3118 -10.7584 -2.1106  C151 1.090
165 H 5.9328 -8.3313 -5.0671  C153 1.090
166 H 5.7797 -10.1313 -5.1648  C153 1.090
167 H 3.4589 -9.8397 -5.8195  C154 1.090
168 H 4.5107 -8.8450 -6.9221  C154 1.090
169 H 2.4761 -7.6295 -6.2395  C155 1.090
170 H 3.8031 -6.7617 -6.0406  C155 1.090
171 H 2.1355 -5.3837 -4.6276  C159 1.090
172 H 2.4484 -5.6855 -2.9077  C159 1.090
173 H 3.7347 -5.4128 -4.0716  C159 1.090
174 H 1.3955 -8.1214 -2.6952  C160 1.090
175 H 0.9102 -7.8946 -4.4826  C160 1.090
176 H 1.5472 -9.2703 -3.9849  C160 1.090
177 H 6.9557 -9.9312 -2.9936  C161 1.090
178 H 6.2041 -9.0759 -1.7225  C161 1.090
179 H 6.9560 -8.1460 -2.9771  C161 1.090
180 H 4.5327 -6.9524 -1.6048  O158 0.960

Löwdin atomic charge list, values in e, 8 entries: -0.32 -0.19 -0.09 -0.02 0.12 0.11 0.11 0.11